1.
Here is a gas-phase ion, C4H8IN4 (charge +1) in a non-equilibrium geometry from the Open Molecules 2025 dataset. Energies are from ωB97M-V/def2-TZVPD.

Calculated values
**Charge**: +1
**Total energy**: -673.4748 Eh
**LUMO level**: -0.20252 hartree
**Energy above the lowest of the compared OMol25 structures with the same formula, charge and spin**: 137.01 kcal/mol
**HOMO-LUMO gap**: 7.3437 eV
**SMILES**: C[C@@H](I)Cc1nn[nH][nH+]1
**Largest force on an atom**: 0.171 hartree/bohr

CARTESIAN COORDINATES (ANGSTROEM)
C 2.212924 -0.838653 -0.231473
C 1.453788 0.474219 0.396978
I 2.823075 2.135603 0.916236
C 0.303672 1.062363 -0.642686
C -1.185074 0.386883 -0.412854
N -2.408871 0.661415 -1.294383
N -3.355478 -0.136842 -0.632774
N -2.848308 -0.792879 0.483705
N -1.499473 -0.568785 0.717721
H 1.434492 -1.733133 -0.178949
H 3.157801 -1.073006 0.424695
H 2.486411 -0.569922 -1.357577
H 0.942773 0.159051 1.416667
H 0.638031 0.967723 -1.775149
H 0.197253 2.229738 -0.431751
H -3.426215 -1.404806 1.103711
H -0.926800 -0.958968 1.497882

Atoms 1-3, force components in eV/Å:
-0.5 0.9 0.1
-1.2 -1.2 -0.3
-0.7 -1.0 -0.4

The net atomic charges from Löwdin, expressed in e, are:
1 C -0.166
2 C -0.788
3 I 0.797
4 C -0.182
5 C -0.032
6 N 0.140
7 N 0.078
8 N 0.007
9 N 0.138
10 H 0.090
11 H 0.092
12 H 0.105
13 H 0.068
14 H 0.149
15 H 0.112
16 H 0.205
17 H 0.187

***

2.
Here is a single C2H4ClN3 molecule in a non-equilibrium geometry from the Open Molecules 2025 dataset. Energies are from ωB97M-V/def2-TZVPD.

Calculated values
**Total energy**: -702.9115 Eh
**LUMO level (spin up / spin down)**: -0.01433 / 0.00702 hartree
**Energy above the lowest of the compared OMol25 structures with the same formula, charge and spin**: 62.21 kcal/mol
**HOMO-LUMO gap (spin up / spin down)**: 7.6275 / 8.9434 eV
**Largest force on an atom**: 0.069 hartree/bohr

CARTESIAN COORDINATES (ANGSTROEM)
C -0.857328 -0.374681 0.371291
C -0.002384 0.742602 -0.297064
N -0.229879 -1.545158 -0.186376
N 0.796650 -1.763785 -0.704772
N 1.346160 0.468298 -0.523538
Cl 2.115325 0.703824 0.956602
H -0.635621 -0.461015 1.404418
H -1.980489 -0.386088 0.052287
H -0.523865 0.916071 -1.297914
H -0.028568 1.699928 0.225068

Atoms 1-3, force components in eV/Å:
-0.6 0.2 -1.8
-1.8 1.6 -2.1
1.6 -2.8 -1.3

The net atomic charges from Löwdin, expressed in e, are:
1 C -0.167
2 C -0.460
3 N -0.087
4 N 0.218
5 N -0.506
6 Cl 0.546
7 H 0.087
8 H 0.156
9 H 0.124
10 H 0.089

***

3.
Here is a gas-phase ion, C4H9N2O (charge +1) in a non-equilibrium geometry from the Open Molecules 2025 dataset. Energies are from ωB97M-V/def2-TZVPD.

Calculated values
**Charge**: +1
**Total energy**: -342.2135 Eh
**LUMO level**: -0.12382 hartree
**Energy above the lowest of the compared OMol25 structures with the same formula, charge and spin**: 90.25 kcal/mol
**HOMO-LUMO gap**: 10.2372 eV
**SMILES**: C=C1ONC[N@@H+]1C
**Largest force on an atom**: 0.021 hartree/bohr

CARTESIAN COORDINATES (ANGSTROEM)
C 0.042793 0.436520 -0.976232
C 0.422927 0.138658 -2.200270
C -1.064888 0.237086 1.040139
C 1.014825 -1.044098 0.705194
N -0.375526 1.500742 0.947095
N -0.245294 -0.567374 0.094239
O -0.171678 1.660812 -0.462525
H 0.637811 0.926322 -2.898331
H 0.527203 -0.873204 -2.541007
H -1.009343 -0.144236 2.061146
H -2.108662 0.248044 0.686645
H 1.534357 -0.194918 1.147230
H 0.800796 -1.781824 1.475991
H 1.647425 -1.492434 -0.057966
H -0.892217 2.316127 1.265247
H -0.760529 -1.366224 -0.286594

Atoms 1-3, force components in eV/Å:
0.0 -0.2 -0.3
-0.1 0.1 0.3
-0.9 0.3 0.4

The net atomic charges from Löwdin, expressed in e, are:
1 C -0.333
2 C 0.149
3 C -0.097
4 C 0.034
5 N 0.045
6 N -0.041
7 O 0.030
8 H 0.097
9 H 0.087
10 H 0.156
11 H 0.158
12 H 0.121
13 H 0.116
14 H 0.116
15 H 0.157
16 H 0.205

***

4.
Here is a molecular structure, C28H54ClN3O10PtS3SbSi in a non-equilibrium geometry from the Open Molecules 2025 dataset. Energies are from ωB97M-V/def2-TZVPD.

Calculated values
**Charge**: -1
**Total energy**: -4319.6044 Eh
**LUMO level (spin up / spin down)**: -0.01398 / -0.02495 hartree
**Energy above the lowest of the compared OMol25 structures with the same formula, charge and spin**: 40.87 kcal/mol
**HOMO-LUMO gap (spin up / spin down)**: 4.4898 / 3.9175 eV
**Largest force on an atom**: 0.044 hartree/bohr

CARTESIAN COORDINATES (ANGSTROEM)
Pt 0.723091 0.915153 0.747642
S 1.727184 1.442028 2.763652
C 1.420755 -0.124969 3.373551
S 0.630608 -1.090097 2.219241
C 1.710297 -0.552577 4.637543
C 1.361471 -1.882707 5.057292
N 1.082133 -2.948132 5.399086
C 2.285118 0.324119 5.617219
N 2.735117 1.011969 6.425335
O 0.538857 1.141333 -1.481800
N 0.091415 0.013352 -1.902041
O -0.139317 -0.147026 -3.096913
O -0.086559 -0.888253 -1.052110
C 0.188027 4.888201 0.337480
C -0.995973 4.985090 1.295375
C -1.461540 6.428453 1.412939
C -0.619126 4.447585 2.670802
O -2.132221 4.254294 0.795292
Si -2.290405 2.845804 -0.029325
S -1.535012 1.187053 1.112480
O -1.577699 2.849371 -1.476890
C -1.901425 3.434786 -2.751073
C -2.729625 2.420996 -3.530107
C -0.576482 3.687167 -3.455090
C -2.676184 4.737063 -2.568889
O -3.903929 2.683123 -0.236987
C -4.970153 2.004329 0.440060
C -4.872579 0.504385 0.173884
C -4.912611 2.294607 1.937296
C -6.257494 2.551364 -0.157941
H 1.027596 5.474749 0.720463
H -0.086323 5.269596 -0.648894
H 0.520423 3.852775 0.217599
H -0.651933 7.059693 1.790926
H -2.312740 6.489689 2.095447
H -1.772514 6.802473 0.433587
H 0.143775 5.083426 3.130845
H -0.227201 3.436715 2.593898
H -1.502228 4.420281 3.314097
H -2.154597 1.500870 -3.657173
H -2.991424 2.820810 -4.513962
H -3.647757 2.192591 -2.980652
H -0.001866 2.759452 -3.485638
H 0.010693 4.429987 -2.907338
H -0.749035 4.045681 -4.473723
H -3.617523 4.550692 -2.044130
H -2.890109 5.183146 -3.542753
H -2.090949 5.448161 -1.978001
H -3.934941 0.106739 0.567229
H -4.897076 0.314270 -0.902331
H -5.706881 -0.018945 0.648993
H -4.008574 1.857546 2.375233
H -5.786832 1.875026 2.440177
H -4.882640 3.375164 2.104867
H -6.265139 2.382153 -1.237607
H -6.330751 3.626455 0.025724
H -7.121938 2.050398 0.285241
O 2.857322 2.415339 -0.058830
Cl 3.570229 1.240752 -0.557452
O 3.628516 1.252495 -1.989454
O 4.881006 1.157578 0.022914
O 2.775672 0.034447 -0.113865
C 0.964714 -3.358625 -3.024252
C 2.291544 -3.340145 -2.269600
C 3.161611 -2.176788 -2.733821
C 3.021534 -4.668484 -2.481523
Sb 1.843257 -2.915850 -0.114792
C 3.652132 -3.521783 1.076395
C 3.194527 -3.876574 2.489958
C 4.397291 -4.705371 0.470207
C 4.534702 -2.279042 1.103920
C 0.207210 -4.392084 0.363863
C -1.058197 -3.732716 -0.184004
C 0.483768 -5.736975 -0.304550
C 0.068734 -4.607277 1.875122
H 1.177056 -3.388965 -4.104332
H 0.365267 -2.464693 -2.835064
H 0.369173 -4.239498 -2.781204
H 3.419289 -2.318009 -3.794835
H 4.095846 -2.111691 -2.167020
H 2.651203 -1.214548 -2.640774
H 2.994745 -4.909198 -3.557047
H 2.563801 -5.503300 -1.949182
H 4.068023 -4.608267 -2.192626
H 2.757880 -4.874146 2.535570
H 2.473438 -3.167460 2.888879
H 4.067481 -3.868189 3.161284
H 3.739038 -5.549990 0.253584
H 5.157388 -5.050563 1.189893
H 4.919227 -4.424510 -0.443640
H 4.035780 -1.440720 1.597773
H 4.816212 -1.938869 0.104304
H 5.456362 -2.501810 1.662176
H -0.992309 -3.521494 -1.252318
H -1.259277 -2.782405 0.320614
H -1.917837 -4.398660 -0.013837
H 0.487871 -5.668211 -1.391656
H -0.309429 -6.449980 -0.020486
H 1.436447 -6.162338 0.024511
H 0.082753 -3.683245 2.446984
H 0.843014 -5.262919 2.269654
H -0.901270 -5.092679 2.069433

Atoms 1-3, force components in eV/Å:
1.1 -2.0 -0.2
-0.6 0.0 -0.9
-0.3 0.0 0.9

Atomic partial charges in e from the Löwdin method, atoms 1 to 99:
1 Pt 0.680
2 S 0.733
3 C -1.078
4 S 0.700
5 C -0.355
6 C -0.240
7 N 0.168
8 C -0.232
9 N 0.152
10 O -0.166
11 N -0.516
12 O 0.042
13 O -0.178
14 C -0.018
15 C -0.640
16 C -0.034
17 C -0.039
18 O -0.137
19 Si -0.047
20 S 0.426
21 O -0.152
22 C -0.623
23 C -0.016
24 C -0.017
25 C -0.026
26 O -0.136
27 C -0.654
28 C -0.035
29 C -0.033
30 C -0.035
31 H 0.100
32 H 0.077
33 H 0.059
34 H 0.087
35 H 0.087
36 H 0.082
37 H 0.094
38 H 0.005
39 H 0.094
40 H 0.080
41 H 0.088
42 H 0.080
43 H 0.079
44 H 0.082
45 H 0.088
46 H 0.081
47 H 0.088
48 H 0.077
49 H 0.037
50 H 0.092
51 H 0.089
52 H 0.060
53 H 0.088
54 H 0.092
55 H 0.085
56 H 0.088
57 H 0.085
58 O -0.412
59 Cl 0.691
60 O -0.302
61 O -0.308
62 O -0.546
63 C -0.125
64 C -0.670
65 C -0.123
66 C -0.124
67 Sb 1.649
68 C -0.682
69 C -0.129
70 C -0.126
71 C -0.137
72 C -0.674
73 C -0.134
74 C -0.127
75 C -0.131
76 H 0.091
77 H 0.044
78 H 0.055
79 H 0.090
80 H 0.072
81 H 0.058
82 H 0.085
83 H 0.051
84 H 0.053
85 H 0.064
86 H 0.022
87 H 0.092
88 H 0.063
89 H 0.085
90 H 0.060
91 H 0.065
92 H 0.064
93 H 0.090
94 H 0.055
95 H 0.062
96 H 0.086
97 H 0.050
98 H 0.085
99 H 0.066